# 1
# C34H65BN5O7S

4 unconnected molecules or ions with the total composition C34H65BN5O7S in a non-equilibrium geometry (ωB97M-V/def2-TZVPD, the OMol25 dataset).

Structure (XYZ):
```
113
Properties=species:S:1:pos:R:3:forces:R:3:lowdin_charge:R:1
C 1.032 -2.585 0.525 0.571 0.337 1.586 -0.109
N 1.090 -2.173 -0.928 0.196 -3.377 -0.788 -0.116
C 2.407 -1.532 -1.309 1.295 0.994 0.294 -0.102
B 0.695 -3.301 -1.877 0.002 2.610 -1.268 -0.574
O 0.672 -2.937 -3.338 -2.064 -0.630 3.072 0.019
O 0.294 -4.667 -1.485 3.184 1.682 0.235 -0.173
S 1.657 -5.661 -1.175 -2.757 -4.018 3.928 1.065
O 1.329 -6.333 0.206 1.593 3.158 -4.965 -0.418
O 3.060 -4.715 -1.056 2.027 -0.554 -0.112 -0.362
C 4.286 -5.420 -1.428 4.480 -2.986 -1.928 -0.152
C 5.815 -4.863 -1.056 -0.536 -1.144 -0.763 0.010
C 7.218 -5.565 -1.481 -4.680 -1.264 -0.920 -0.099
N 7.215 -6.832 -2.267 -4.649 2.672 1.453 -0.040
C 5.874 -7.370 -2.630 -0.773 1.658 1.023 -0.112
C 4.371 -6.831 -2.306 3.163 2.721 1.674 0.004
H 2.080 -3.069 0.795 -2.278 0.604 -0.255 0.098
H 0.913 -1.663 1.271 0.175 -1.768 -1.849 0.103
H 0.128 -3.303 0.765 2.014 1.380 -0.715 0.115
H 3.041 -2.160 -2.082 -1.445 1.283 1.485 0.101
H 3.050 -1.462 -0.319 -1.221 -0.126 -2.036 0.101
H 2.305 -0.425 -1.716 -0.024 -2.365 0.773 0.106
H -0.284 -2.631 -3.498 2.088 -0.412 0.021 0.102
H 5.883 -3.855 -0.431 -0.251 -2.399 -1.499 0.095
H 8.236 -5.028 -1.166 -2.536 -1.552 -0.857 0.116
H 5.894 -8.367 -3.290 0.117 2.499 1.715 0.110
H 3.404 -7.384 -2.664 2.284 1.100 0.706 0.083
C -3.038 -1.840 6.486 -0.014 0.251 0.123 -0.046
C -1.872 -2.212 5.530 -1.487 -1.130 0.733 -0.476
C -0.704 -2.803 6.358 0.266 0.209 -0.079 -0.140
C 0.023 -1.750 7.189 -0.063 -0.004 0.049 -0.190
C 0.495 -0.597 6.312 0.013 -0.372 -0.144 -0.139
C -0.608 0.012 5.407 0.220 2.035 0.544 -0.469
N -1.454 -1.020 4.717 3.776 -2.279 -2.575 -0.019
O -0.721 -1.498 3.615 -2.296 1.380 2.587 -0.040
C -1.525 0.952 6.233 -0.139 -0.051 0.223 -0.040
C 0.099 0.996 4.411 -0.140 -0.786 -0.340 -0.054
C -2.485 -3.352 4.650 0.538 0.389 -0.436 -0.047
H -3.527 -2.738 6.880 0.228 0.019 -0.267 0.084
H -2.725 -1.284 7.368 0.038 0.099 -0.112 0.054
H -3.807 -1.258 5.965 0.193 -0.047 0.036 0.093
H 0.024 -3.287 5.693 -0.196 0.153 -0.100 0.124
H -1.072 -3.592 7.027 -0.201 0.145 -0.245 0.124
H -0.621 -1.376 7.992 -0.017 -0.038 -0.059 0.103
H 0.888 -2.210 7.682 -0.117 0.074 -0.035 0.113
H 0.928 0.181 6.955 -0.213 0.067 -0.287 0.124
H 1.321 -0.967 5.688 -0.236 0.103 -0.099 0.122
H -2.362 1.318 5.627 0.161 -0.161 0.052 0.093
H -0.973 1.834 6.582 0.076 -0.238 -0.247 0.084
H -1.928 0.494 7.134 -0.070 -0.099 -0.061 0.055
H 0.887 0.508 3.826 -0.326 -0.080 0.077 0.074
H 0.588 1.817 4.951 -0.334 -0.273 0.127 0.077
H -0.620 1.444 3.715 0.119 -0.122 0.162 0.080
H -3.320 -2.977 4.046 0.195 0.019 0.094 0.087
H -2.872 -4.167 5.275 0.126 0.391 0.149 0.082
H -1.753 -3.811 3.977 -0.067 0.317 0.073 0.074
C 2.121 6.737 2.349 -0.028 0.211 0.184 -0.046
C 1.053 5.612 2.267 1.618 0.374 -1.177 -0.475
C -0.050 6.030 1.263 -0.293 -0.019 0.194 -0.139
C -0.945 7.143 1.799 0.072 0.050 -0.014 -0.189
C -1.543 6.759 3.146 0.012 -0.288 -0.266 -0.139
C -0.504 6.272 4.191 -0.464 1.316 1.564 -0.474
N 0.501 5.306 3.631 -3.322 -3.584 -1.427 -0.015
O -0.119 4.045 3.561 1.978 3.182 0.485 -0.039
C 0.243 7.481 4.812 0.138 0.193 -0.117 -0.045
C -1.305 5.691 5.407 0.207 -0.638 -0.529 -0.048
C 1.850 4.410 1.660 -0.577 -0.298 0.474 -0.044
H 2.716 6.783 1.430 -0.222 -0.255 0.105 0.085
H 1.703 7.735 2.460 -0.047 -0.063 0.127 0.054
H 2.820 6.560 3.175 -0.182 -0.003 -0.081 0.093
H -0.679 5.166 1.011 0.177 -0.012 0.200 0.125
H 0.401 6.360 0.317 0.185 -0.148 0.260 0.125
H -0.388 8.082 1.885 0.021 -0.069 -0.010 0.103
H -1.754 7.334 1.084 0.108 0.006 0.106 0.115
H -2.102 7.617 3.542 0.209 -0.214 0.197 0.124
H -2.286 5.968 2.970 0.225 -0.026 0.158 0.123
H 1.043 7.147 5.485 -0.125 -0.027 -0.197 0.093
H -0.438 8.102 5.408 -0.030 -0.308 -0.146 0.085
H 0.674 8.158 4.078 0.077 -0.101 -0.042 0.056
H -1.997 4.893 5.112 0.344 0.074 -0.044 0.074
H -1.923 6.467 5.877 0.318 0.075 -0.311 0.083
H -0.632 5.297 6.177 -0.039 0.034 -0.196 0.085
H 2.645 4.081 2.340 -0.196 0.075 -0.043 0.088
H 2.324 4.690 0.711 -0.186 0.283 0.284 0.083
H 1.212 3.548 1.434 0.019 0.193 0.269 0.076
C -3.041 0.285 -8.587 -0.170 -0.219 -0.061 -0.046
C -1.804 0.075 -7.671 -0.593 1.632 -1.049 -0.477
C -0.583 -0.305 -8.544 0.106 -0.307 0.138 -0.140
C -0.679 -1.719 -9.109 -0.069 0.037 -0.052 -0.189
C -0.900 -2.736 -7.996 0.278 0.282 0.094 -0.136
C -2.073 -2.393 -7.040 -1.094 -1.788 -0.167 -0.470
N -2.097 -0.953 -6.614 4.569 0.044 2.256 -0.020
O -1.137 -0.797 -5.598 -2.886 -0.276 -2.304 -0.028
C -3.430 -2.750 -7.703 -0.107 0.082 -0.226 -0.044
C -1.997 -3.392 -5.834 0.388 0.750 0.221 -0.042
C -1.562 1.500 -7.070 0.240 -0.539 0.539 -0.047
H -2.942 1.204 -9.177 0.193 -0.103 0.278 0.085
H -3.184 -0.504 -9.322 -0.016 -0.076 0.128 0.054
H -3.959 0.380 -7.996 0.179 -0.080 -0.038 0.094
H 0.342 -0.226 -7.956 -0.241 0.010 0.119 0.125
H -0.473 0.404 -9.376 -0.232 0.048 0.261 0.124
H -1.482 -1.788 -9.851 0.017 0.053 0.047 0.103
H 0.248 -1.961 -9.643 -0.142 0.012 0.054 0.115
H -1.057 -3.725 -8.447 -0.186 0.129 0.280 0.125
H 0.034 -2.811 -7.420 -0.248 0.075 0.107 0.125
H -4.271 -2.430 -7.076 0.215 0.035 -0.087 0.093
H -3.528 -3.835 -7.840 0.224 0.197 0.170 0.085
H -3.561 -2.326 -8.696 0.010 0.120 0.055 0.056
H -1.027 -3.359 -5.322 -0.220 0.152 -0.202 0.054
H -2.125 -4.427 -6.172 -0.055 0.370 -0.228 0.088
H -2.782 -3.188 -5.097 0.090 0.064 -0.149 0.091
H -2.406 1.811 -6.443 0.142 -0.146 -0.081 0.088
H -1.449 2.248 -7.864 -0.143 -0.416 -0.063 0.082
H -0.648 1.558 -6.469 -0.250 -0.229 -0.008 0.075
```
Forces are in eV/Å.

Summary:
- 2S+1: 4
- ⟨S²⟩: 3.7644
- Largest force on an atom: 6.3 eV/A
- Orbital gap (spin up / spin down): 0.319 / 0.322 Ha
- E_LUMO (spin up / spin down): -0.00751 / -0.01209 Eh
- Total charge: 0


# 2
# C34H65F3O20

7 unconnected molecules or ions with the total composition C34H65F3O20 in a non-equilibrium geometry (ωB97M-V/def2-TZVPD, the OMol25 dataset).

Structure (XYZ):
```
122
Properties=species:S:1:pos:R:3:forces:R:3:lowdin_charge:R:1
C 3.216 8.252 -3.975 -0.026 0.147 0.279 -0.133
O 2.694 7.214 -3.185 -0.143 -0.082 0.033 -0.201
C 1.262 7.087 -3.235 1.179 -1.526 -0.001 -0.157
C 0.880 5.944 -2.236 -1.217 1.408 -0.478 -0.138
O 0.074 4.968 -2.922 1.196 1.221 0.068 -0.147
C 0.049 3.698 -2.356 -0.716 -1.176 -0.764 -0.207
C -1.173 3.068 -3.056 -0.931 -1.015 1.868 -0.171
O -1.275 1.651 -2.772 0.307 1.218 -0.871 -0.197
C -2.542 1.110 -3.134 0.835 -0.627 0.059 -0.093
H 4.301 8.292 -3.884 0.007 -0.383 0.148 0.083
H 2.863 9.213 -3.600 -0.272 0.290 -0.195 0.080
H 2.981 8.134 -5.033 -0.217 0.026 -0.159 0.083
H 0.966 6.722 -4.218 -0.071 0.107 -0.294 0.118
H 0.786 8.053 -3.068 -0.083 0.014 0.387 0.117
H 0.250 6.438 -1.497 0.047 -0.410 0.322 0.095
H 1.749 5.533 -1.723 0.147 -0.115 -0.351 0.130
H -0.013 3.690 -1.267 -0.592 0.260 0.204 0.116
H 0.932 3.089 -2.546 0.419 0.084 -0.476 0.124
H -1.278 3.352 -4.104 0.703 -0.408 -0.335 0.122
H -2.068 3.502 -2.611 -0.167 0.431 0.245 0.115
H -2.859 1.386 -4.140 0.012 0.408 -0.123 0.082
H -3.309 1.362 -2.401 -0.115 0.115 0.052 0.078
H -2.386 0.032 -3.156 -0.205 0.026 0.285 0.078
C -10.535 2.011 -0.452 -0.136 0.609 -0.233 -0.144
O -10.180 0.784 -0.929 0.919 -2.733 -0.526 -0.181
C -9.143 0.720 -1.909 -0.210 0.480 -0.123 -0.170
C -7.769 1.100 -1.438 0.580 0.989 -0.579 -0.263
O -7.253 0.072 -0.692 1.490 -0.219 1.866 -0.109
C -6.097 0.514 0.055 0.393 -2.085 0.478 -0.152
C -5.352 -0.730 0.623 -0.551 0.711 -1.076 -0.198
O -4.581 -1.371 -0.384 -0.707 1.647 1.117 -0.168
C -4.077 -2.589 0.082 0.386 -0.450 -1.386 -0.108
H -11.461 1.884 0.109 -0.034 0.112 -0.053 0.090
H -10.704 2.611 -1.346 -0.139 0.986 0.285 0.089
H -9.780 2.417 0.221 0.096 0.428 -0.049 0.084
H -9.417 1.322 -2.775 -0.136 0.382 -0.125 0.118
H -9.055 -0.301 -2.282 -0.360 -0.139 0.342 0.133
H -7.667 2.070 -0.952 -0.806 0.225 0.809 0.117
H -7.045 1.303 -2.227 -0.309 -0.280 -1.131 0.128
H -6.370 1.112 0.924 -0.463 0.246 -0.030 0.119
H -5.372 1.084 -0.525 -0.166 0.068 -0.497 0.117
H -6.090 -1.431 1.013 -0.294 -0.131 0.014 0.116
H -4.768 -0.405 1.485 0.498 0.089 0.031 0.118
H -3.121 -2.544 0.603 -0.016 0.438 0.522 0.085
H -3.820 -3.059 -0.868 -0.168 -0.871 0.333 0.095
H -4.853 -3.097 0.655 0.193 -0.450 -0.045 0.086
C 2.451 -0.516 -2.966 0.065 0.811 0.768 -0.111
O 3.382 -1.479 -2.589 1.240 -0.646 -0.125 -0.183
C 2.933 -2.320 -1.546 1.187 -0.099 0.569 -0.186
C 4.068 -3.252 -1.063 -0.339 0.435 -2.914 -0.202
O 5.284 -2.615 -0.703 -0.436 -1.754 1.199 -0.127
C 6.237 -3.693 -0.446 0.337 2.587 -0.865 -0.163
C 7.383 -2.950 0.249 -1.053 -1.758 -0.964 -0.211
O 6.920 -2.762 1.552 -0.181 -0.019 0.199 -0.185
C 7.861 -2.196 2.382 0.951 0.267 1.192 -0.130
H 1.517 -0.921 -3.355 0.046 -0.052 -0.288 0.090
H 2.970 0.189 -3.616 -0.230 -0.284 -0.492 0.086
H 2.211 0.081 -2.085 -0.433 0.155 0.251 0.072
H 2.163 -2.945 -1.997 -0.506 -0.022 0.945 0.119
H 2.678 -1.714 -0.677 -0.948 0.122 -0.095 0.103
H 4.311 -3.757 -1.998 0.079 -0.673 -0.275 0.116
H 3.710 -4.042 -0.401 -0.067 0.370 0.613 0.123
H 6.570 -4.087 -1.406 0.083 -0.044 -0.272 0.120
H 5.826 -4.542 0.102 -0.093 0.291 0.488 0.124
H 7.618 -2.043 -0.308 -0.238 0.352 0.189 0.133
H 8.251 -3.601 0.143 0.509 -0.100 0.718 0.119
H 7.592 -2.243 3.438 -0.701 -0.142 -0.047 0.089
H 8.033 -1.138 2.185 0.219 0.147 -0.357 0.094
H 8.790 -2.765 2.361 0.425 0.137 -0.335 0.088
C 0.302 0.667 0.293 -0.625 -0.594 1.264 -0.057
C -0.897 -0.295 0.410 -0.463 0.955 -1.785 -0.230
O -0.977 -1.034 -0.812 -0.776 1.853 0.654 -0.066
C -0.534 -2.309 -0.892 -1.356 -0.550 -2.656 -0.562
O 0.098 -2.889 -0.020 2.185 -1.707 3.311 -0.048
C -0.995 -3.018 -2.113 1.343 1.712 3.265 -0.591
F 0.027 -3.127 -3.013 0.695 -1.333 -1.137 0.076
F -1.410 -4.277 -1.780 -0.080 -0.272 -1.116 0.101
F -1.898 -2.328 -2.760 -1.971 0.100 -1.189 0.146
H 0.208 1.395 1.099 0.104 0.210 0.315 0.048
H 0.213 1.236 -0.632 0.324 -0.469 -0.162 0.053
H 1.222 0.107 0.461 0.234 0.200 -0.511 0.057
H -1.772 0.350 0.336 -0.316 0.144 0.091 0.100
H -1.056 -0.838 1.342 0.757 -0.501 -0.108 0.108
C 3.033 5.032 3.889 -0.250 0.277 -0.637 -0.011
C 2.026 4.518 2.839 -0.100 -1.523 1.829 -0.351
C 0.618 4.236 3.387 0.053 -0.329 -0.380 -0.055
O -0.265 4.885 2.407 0.466 -1.164 1.462 0.080
C 0.486 5.578 1.553 -0.816 2.041 0.388 -0.554
O 0.016 6.364 0.771 0.822 -1.065 0.263 0.140
O 1.788 5.465 1.872 0.457 1.264 -1.982 0.093
H 3.276 4.320 4.678 -0.226 -0.200 -0.179 0.086
H 2.639 5.937 4.350 -0.171 -0.007 0.079 0.086
H 3.966 5.334 3.412 0.012 -0.186 -0.129 0.082
H 2.316 3.564 2.400 0.718 0.209 -0.335 0.148
H 0.550 4.588 4.416 -0.752 0.508 -0.216 0.127
H 0.425 3.163 3.379 -0.268 0.140 -0.023 0.123
C 2.585 -2.677 2.535 1.138 0.089 0.650 0.005
C 4.045 -2.412 3.118 -1.867 0.186 -1.321 -0.240
C 4.404 -0.903 3.190 1.450 -1.100 -0.685 -0.039
O 4.956 -0.769 4.519 -0.026 2.283 -1.705 0.077
C 4.697 -1.829 5.210 -0.866 0.669 5.158 -0.643
O 4.761 -1.810 6.448 0.412 -0.808 -2.552 0.085
O 4.205 -2.779 4.488 -0.969 -2.385 -0.359 0.111
H 1.799 -2.061 2.972 0.110 -0.069 0.307 0.081
H 2.333 -3.735 2.612 -0.030 0.032 0.309 0.076
H 2.535 -2.486 1.463 0.342 0.212 -0.077 0.055
H 4.679 -3.077 2.532 0.506 0.586 0.049 0.132
H 3.535 -0.283 2.970 0.119 0.204 0.528 0.128
H 5.255 -0.651 2.557 -0.439 0.052 -0.463 0.124
C -0.243 -6.361 1.491 0.994 -0.758 0.137 -0.032
C -1.677 -6.773 1.730 0.608 1.450 -0.867 -0.275
C -2.492 -5.495 2.059 0.068 -1.392 0.920 -0.101
O -3.502 -5.499 1.073 -0.334 -0.195 -0.480 0.047
C -3.298 -6.522 0.184 -1.758 1.449 -3.201 -0.545
O -3.972 -6.681 -0.829 1.103 0.134 2.671 0.115
O -2.196 -7.177 0.447 0.254 -0.861 0.831 0.095
H 0.317 -7.164 1.011 0.065 -0.320 0.322 0.083
H 0.239 -6.098 2.433 0.068 -0.105 0.123 0.086
H -0.076 -5.522 0.816 -0.778 0.345 0.006 0.082
H -1.849 -7.590 2.430 0.278 0.048 0.013 0.149
H -1.834 -4.627 2.097 -0.350 0.265 -0.679 0.127
H -2.958 -5.601 3.039 -0.169 0.124 0.041 0.125
```
Forces are in eV/Å.

Summary:
- 2S+1: 2
- ⟨S²⟩: 0.7526
- Largest force on an atom: 5.3 eV/A
- Orbital gap (spin up / spin down): 0.094 / 0.281 Ha
- E_LUMO (spin up / spin down): 0.07157 / 0.06916 Eh
- Total charge: -1


Number 1: calculated total energy -69592.943 eV. Number 2: calculated total energy -85407.728 eV.